(1)
Density functional theory data (ωB97M-V with the def2-TZVPD basis set) for a 12-piece molecular cluster, H24O12 overall in a non-equilibrium geometry.

Positions of all 36 atoms, in Å:
O: 2.181 -3.351 2.586
H: 1.816 -3.965 1.934
H: 2.588 -2.712 1.990
O: 0.002 0.952 0.146
H: 0.129 0.728 1.073
H: -0.924 1.243 0.167
O: 2.662 2.536 0.160
H: 3.193 3.340 0.114
H: 3.328 1.846 0.234
O: -1.881 -2.055 2.635
H: -1.644 -2.893 2.211
H: -1.844 -1.510 1.843
O: 3.680 0.210 2.513
H: 3.969 -0.677 2.284
H: 2.907 0.419 1.983
O: 2.243 0.375 -2.260
H: 2.841 1.114 -2.071
H: 2.661 0.163 -3.109
O: 0.970 -1.923 -2.819
H: 1.161 -1.507 -1.975
H: 1.166 -2.857 -2.811
O: -1.362 -0.103 -2.045
H: -0.559 -0.241 -2.567
H: -0.974 -0.094 -1.152
O: -3.705 1.096 -1.427
H: -3.728 0.659 -0.573
H: -3.166 0.480 -1.958
O: -2.590 0.758 1.575
H: -3.476 1.059 1.806
H: -2.040 1.360 2.092
O: -3.456 -1.393 -3.383
H: -2.740 -1.174 -2.744
H: -3.847 -0.518 -3.489
O: 0.217 2.776 2.603
H: -0.647 3.166 2.527
H: 0.870 2.690 1.905

Values from the calculation:
SMILES string   O.O.O.O.O.O.O.O.O.O.O.O
LUMO   -0.42 eV
Multiplicity   1
Relative energy (zero: lowest compared OMol25 entry of this formula, charge and spin)   275.50 kJ/mol
Gap between HOMO and LUMO   10.1853 eV
Total charge   0
Strongest force on any atom   2.3 eV/A

(2)
Density functional theory data (ωB97M-V with the def2-TZVPD basis set) for a 12-piece molecular cluster, H24O12 overall in a non-equilibrium geometry.

Positions of all 36 atoms, in Å:
O: -2.797 0.791 -2.068
H: -3.519 0.278 -2.533
H: -2.867 0.781 -1.157
O: 0.354 -2.871 1.442
H: 0.499 -2.851 0.519
H: 0.333 -3.769 1.703
O: -0.894 3.199 1.252
H: -0.713 2.481 1.868
H: -1.434 3.806 1.777
O: -0.546 0.910 2.632
H: -0.531 0.613 1.719
H: 0.373 1.009 2.979
O: 2.154 2.741 0.104
H: 2.010 3.217 0.925
H: 1.434 3.111 -0.385
O: 1.118 -2.652 -1.130
H: 1.141 -3.545 -1.467
H: 0.544 -2.132 -1.684
O: -0.535 2.190 -1.691
H: -1.333 1.768 -2.008
H: -0.818 3.001 -1.258
O: -0.259 0.216 0.126
H: 0.648 0.090 0.055
H: -0.384 0.990 -0.526
O: -0.785 -1.459 -2.431
H: -1.246 -0.577 -2.481
H: -1.442 -2.146 -2.513
O: 2.761 -1.297 2.114
H: 1.975 -1.790 2.009
H: 2.600 -0.654 1.428
O: 2.320 -0.082 -0.064
H: 2.912 -0.661 -0.586
H: 2.378 0.844 -0.253
O: -2.158 -1.741 0.649
H: -1.502 -1.217 0.177
H: -1.792 -2.592 0.755

Values from the calculation:
SMILES string   O.O.O.O.O.O.O.O.O.O.O.O
LUMO   -0.08 eV
Multiplicity   1
Relative energy (zero: lowest compared OMol25 entry of this formula, charge and spin)   130.54 kJ/mol
Gap between HOMO and LUMO   9.7433 eV
Total charge   0
Strongest force on any atom   4.4 eV/A

(3)
Density functional theory data (ωB97M-V with the def2-TZVPD basis set) for H24O12 as an isolated structure in a non-equilibrium geometry.

Positions of all 36 atoms, in Å:
H: 0.004 0.597 0.289
H: -0.148 2.092 0.520
H: -2.068 -0.921 -1.309
H: -3.311 -0.254 -0.744
H: -1.634 -3.116 -1.337
H: -1.498 -2.831 0.150
H: 1.054 -0.124 1.659
H: 1.349 0.736 2.877
H: -2.324 1.056 1.464
H: -1.801 -0.263 0.919
H: -2.255 1.822 -0.594
H: -2.060 1.520 -2.071
H: 1.417 1.279 -0.778
H: 0.088 1.362 -1.511
H: 0.673 -0.856 -2.701
H: 0.613 -2.023 -1.729
H: -2.792 -1.102 2.927
H: -1.460 -1.651 3.412
H: 2.324 -0.349 -1.348
H: 3.180 0.386 -2.366
H: 1.004 3.259 -0.047
H: 1.261 4.244 1.081
H: 3.630 -1.925 0.504
H: 5.098 -2.023 0.884
O: -0.363 1.237 0.910
O: -2.977 -0.692 -1.535
O: -2.112 -2.742 -0.588
O: 1.213 -0.180 2.608
O: -1.976 0.650 0.662
O: -2.430 1.149 -1.262
O: 0.651 1.852 -0.901
O: 0.817 -1.083 -1.775
O: -2.003 -1.563 2.620
O: 2.835 -0.488 -2.153
O: 1.668 3.514 0.603
O: 4.333 -2.565 0.661

Values from the calculation:
LUMO   -0.34 eV
Multiplicity   1
Relative energy (zero: lowest compared OMol25 entry of this formula, charge and spin)   1158.88 kJ/mol
Gap between HOMO and LUMO   6.7037 eV
Total charge   0
Strongest force on any atom   12.7 eV/A

(4)
Density functional theory data (ωB97M-V with the def2-TZVPD basis set) for H24O20P2Zr2 as an isolated structure in a non-equilibrium geometry.

Positions of all 48 atoms, in Å:
Zr: -0.029 -2.242 2.179
Zr: 0.013 1.801 1.856
P: 1.186 -0.354 3.658
O: 1.090 1.213 3.530
O: 0.065 -0.127 2.515
O: 0.135 -1.431 4.083
O: 1.797 -1.289 2.556
P: -0.158 0.019 -0.350
O: -0.265 0.103 -1.863
O: 0.992 0.897 0.285
O: -0.086 -1.376 0.327
O: -1.153 0.930 0.408
O: 0.684 2.936 -2.198
H: 0.490 2.003 -2.074
H: 1.235 2.961 -2.987
O: -0.844 -3.923 0.901
H: -0.623 -4.832 0.650
H: -1.392 -3.586 0.174
O: 1.749 -3.294 0.975
H: 1.943 -4.226 0.808
H: 2.541 -2.810 0.684
O: -2.006 1.558 3.061
H: -2.942 1.797 3.102
H: -1.883 0.871 3.732
O: 3.335 0.437 -0.989
H: 3.154 -0.045 -1.804
H: 2.507 0.400 -0.483
O: -0.164 0.880 -4.414
H: -0.923 0.372 -4.722
H: -0.012 0.587 -3.501
O: -2.205 -1.512 1.752
H: -3.034 -1.886 2.089
H: -2.460 -0.754 1.197
O: -2.871 1.179 -2.038
H: -2.952 1.224 -1.082
H: -1.930 0.995 -2.191
O: 1.849 -1.436 -2.434
H: 1.083 -0.833 -2.323
H: 1.475 -2.322 -2.433
O: -1.624 -2.011 -3.097
H: -1.181 -1.259 -2.667
H: -1.888 -2.598 -2.385
O: 1.911 3.008 1.681
H: 2.774 2.576 1.576
H: 2.087 3.954 1.582
O: -0.486 3.507 0.475
H: -0.452 3.492 -0.511
H: -0.534 4.445 0.713

Values from the calculation:
LUMO   -9.73 eV
Multiplicity   1
Gap between HOMO and LUMO   4.9588 eV
Total charge   +2
Strongest force on any atom   9.0 eV/A